1.
Here is the molecule C17H18N4O4 from the Open Molecules 2025 dataset. Energies are from ωB97M-V/def2-TZVPD.

As for the net charge: 0. The value obtained for the energy above the lowest of the compared OMol25 structures with the same formula, charge and spin is 100.58 kcal per mole.

The geometry in XYZ format:
```
43
Properties=species:S:1:pos:R:3:forces:R:3
N 5.49964 0.99577 -0.14067 0.67 0.25 -0.02
C 1.56575 -0.52701 0.19958 0.40 0.26 0.03
C -4.35839 0.68715 1.12925 0.07 -0.01 -0.02
C 3.95998 -0.79526 0.48045 0.31 0.35 -0.11
H 4.81238 -1.39506 0.76048 0.01 -0.03 0.01
C 1.79668 0.79874 -0.23997 0.09 -0.30 -0.16
H -0.35915 -4.33992 0.62779 0.09 0.03 0.01
C 0.69000 1.77702 -0.51265 0.14 -0.08 0.55
C -1.29352 2.81852 0.49447 -0.04 -0.02 -0.16
H 0.33962 -2.20195 -2.16677 -0.07 0.01 0.00
O 0.59320 2.41193 -1.54060 0.01 0.15 -0.37
N -4.04057 0.92063 -1.22051 -0.16 -0.13 -0.53
C 3.08285 1.27952 -0.37231 0.36 -0.10 -0.02
H -1.03782 -2.10008 1.42710 0.08 -0.07 0.04
N -0.13593 1.94552 0.54808 -0.08 0.21 0.22
H -1.65888 -0.69978 -0.39421 0.04 0.06 -0.06
H 3.24777 2.28399 -0.73235 -0.01 0.05 -0.02
C -2.99403 1.68942 -0.98456 0.21 0.23 0.23
C 2.68231 -1.29110 0.58253 -0.22 0.02 -0.02
C -0.03541 -3.44659 0.09159 0.08 0.11 0.33
O 6.41497 0.27026 0.20074 0.17 -0.06 0.02
C -4.70639 0.43087 -0.18893 -0.13 -0.13 0.30
H -0.04797 1.33213 1.34249 0.10 -0.06 -0.12
H -1.34732 3.39662 1.42137 0.00 0.00 -0.13
C -3.25434 1.48817 1.37148 -0.01 0.04 -0.22
H -5.55453 -0.19420 -0.43391 -0.10 -0.06 0.08
H -2.94784 1.71139 2.38469 0.02 0.04 0.10
C -0.02752 -2.22502 1.02003 0.02 -0.39 -0.11
C -2.54654 2.00972 0.29495 -0.14 0.03 0.08
H -1.41424 -2.01449 -2.46833 0.08 0.04 -0.02
H -2.47907 2.06886 -1.85740 0.15 0.11 -0.05
O -0.95739 -3.25559 -0.95551 -0.12 -0.12 0.03
C -0.65627 -0.84158 -0.80972 -0.18 -0.33 -0.43
C -0.65013 -2.09692 -1.69493 -0.02 0.44 -0.05
H -0.39527 0.01847 -1.42084 -0.09 -0.03 -0.02
C 4.17001 0.48734 -0.01779 -1.35 -0.51 0.15
H 0.97147 -3.61305 -0.32129 -0.06 -0.02 0.04
H -4.93288 0.27120 1.94240 -0.07 -0.05 0.05
H -1.13393 3.49135 -0.35120 -0.04 0.01 0.19
O 5.64061 2.12273 -0.57206 0.06 0.16 -0.08
H 0.66546 -2.35920 1.84929 -0.04 0.01 0.02
H 2.55156 -2.29980 0.93890 -0.02 -0.08 -0.01
N 0.28104 -1.01071 0.28885 -0.20 -0.02 0.28
```
Forces are in eV/Å.

In the Löwdin picture, each atom carries the following charge in e: -0.368, -0.165, -0.060, 0.017, 0.122, -0.059, 0.129, -0.488, -0.119, 0.135, 0.083, 0.068, 0.078, 0.132, 0.094, 0.122, 0.137, -0.114, 0.004, -0.185, 0.072, -0.154, 0.147, 0.127, -0.033, 0.104, 0.114, -0.129, -0.200, 0.133, 0.122, -0.123, -0.114, -0.166, 0.119, -0.153, 0.124, 0.101, 0.126, 0.081, 0.122, 0.103, -0.086

***

2.
Here is the molecule C17H18N4O4S from the Open Molecules 2025 dataset. Energies are from ωB97M-V/def2-TZVPD.

As for the net charge: 0. The value obtained for the energy above the lowest of the compared OMol25 structures with the same formula, charge and spin is 32.88 kcal per mole.

The geometry in XYZ format:
```
44
Properties=species:S:1:pos:R:3:forces:R:3
C 0.64375 3.51385 -0.86998 0.07 0.16 0.09
H 2.93648 1.87172 0.60483 0.02 0.02 0.00
C 1.41639 -2.15616 1.11816 -0.08 -0.15 -0.40
H -1.81105 3.93071 -2.86709 -0.02 0.02 0.02
O -0.39066 -0.70067 4.62616 0.29 0.04 0.10
C 2.85477 2.59717 -0.20682 0.13 0.06 0.09
H -2.38051 -2.25280 0.54437 -0.12 0.00 -0.03
H 0.95911 -1.47247 3.09158 0.01 0.00 0.01
H -2.51253 3.34157 -1.34001 0.00 0.03 -0.01
C -0.81271 -1.80438 1.93995 0.31 -0.06 -0.22
N -0.45874 3.03116 -1.55487 0.08 -0.09 0.00
C 0.79337 -0.74294 -2.44572 -0.03 -0.68 -0.33
C 1.59794 0.14624 -1.75152 0.03 0.52 0.13
H -0.84460 -2.93475 -1.25972 -0.15 -0.07 -0.04
C 0.91718 -2.56363 -0.11492 -0.64 0.07 0.62
N 1.76557 -2.92282 -1.15955 0.21 0.04 -0.98
H 2.58835 -0.13817 -1.43837 0.18 0.02 0.12
H -3.32897 -1.59617 5.06578 -0.09 -0.06 0.00
O 0.76542 4.61448 -0.38794 0.04 0.35 0.16
H 2.93144 3.60557 0.19808 0.03 -0.09 -0.02
C -0.46079 -2.59889 -0.31075 0.08 -0.07 0.22
H -3.39230 0.04825 4.41268 -0.09 0.04 -0.04
H 2.48422 -2.13847 1.28201 0.14 0.04 0.03
C -1.31210 -2.22045 0.70610 0.11 0.10 0.16
O 2.69664 -2.34735 -3.37548 0.15 0.13 0.14
C -2.77125 -0.66990 4.94424 0.19 0.06 0.15
H -1.03451 -1.17302 -3.42066 -0.14 -0.06 -0.05
N -1.72901 -1.43269 2.93041 -0.37 -0.11 -0.20
S 1.42312 -2.39408 -2.72183 0.38 0.16 0.25
C -1.48984 -0.92659 4.17634 -0.52 0.04 0.08
H 3.65825 2.42967 -0.92598 0.01 0.02 0.03
N 1.57349 2.49178 -0.84894 -0.08 0.07 -0.03
C -0.22757 1.73922 -1.95152 0.21 -0.45 -0.07
C -1.01014 0.83823 -2.65048 0.14 0.27 0.13
C -1.63989 3.81304 -1.79556 -0.12 0.13 -0.01
C 1.06851 1.39646 -1.50304 -0.29 -0.51 -0.31
H -2.52439 -0.27115 5.92359 0.02 0.00 -0.02
C 0.56415 -1.78509 2.13983 -0.03 0.04 0.18
H -2.69719 -1.55933 2.66938 0.16 0.06 0.16
O 0.38847 -3.20125 -3.28931 -0.25 0.15 0.20
H -1.99647 1.10036 -2.99677 -0.12 0.03 -0.04
C -0.47662 -0.42095 -2.88753 0.08 -0.22 -0.09
H 2.75192 -2.87604 -0.95556 0.13 0.04 -0.15
H -1.47672 4.79073 -1.34357 -0.05 -0.06 -0.04
```
Forces are in eV/Å.

In the Löwdin picture, each atom carries the following charge in e: -0.449, 0.098, -0.015, 0.098, 0.067, 0.000, 0.113, 0.100, 0.097, -0.223, -0.007, -0.293, 0.022, 0.104, -0.323, -0.055, 0.124, 0.083, 0.088, 0.094, -0.028, 0.082, 0.114, -0.009, -0.287, -0.002, 0.113, 0.111, 0.664, -0.516, 0.098, -0.007, -0.139, 0.016, -0.004, -0.131, 0.083, -0.004, 0.140, -0.282, 0.113, -0.062, 0.116, 0.094

***

3.
Here is the molecule C17H18N4O4S2 from the Open Molecules 2025 dataset. Energies are from ωB97M-V/def2-TZVPD.

As for the net charge: 0. The value obtained for the energy above the lowest of the compared OMol25 structures with the same formula, charge and spin is 96.28 kcal per mole.

The geometry in XYZ format:
```
45
Properties=species:S:1:pos:R:3:forces:R:3
C -1.64088 2.26265 -3.31889 -0.16 0.78 -0.18
O 0.96450 1.71515 4.61014 -0.20 0.11 -0.08
H -1.69130 -0.01707 1.48747 -0.06 0.00 -0.12
H 2.16764 2.57782 5.95483 0.04 -0.08 -0.01
H 0.80778 -3.96596 0.47316 0.06 0.12 -0.14
C 0.43996 -2.73137 -1.28823 0.32 -0.23 0.15
O -1.88533 -0.07145 -3.36444 0.03 0.16 -0.08
O 1.11959 -3.79144 2.67937 0.08 -0.04 0.18
C -0.82297 -0.18139 2.10407 0.06 -0.02 0.07
H -2.28165 -1.85740 -1.74425 0.01 0.08 0.11
H -3.24914 1.85851 -4.68110 -0.08 -0.17 -0.06
C -0.46805 0.79501 2.99790 0.25 0.00 0.21
H -1.81432 -3.36034 0.04448 -0.10 0.07 0.03
C -0.06877 -1.36019 1.94946 0.39 -0.15 0.32
N -0.20872 0.80239 -2.07824 -0.24 0.16 0.22
S -0.84984 3.68274 -2.70510 -0.48 -0.17 -0.34
C 1.40161 -0.50405 3.71469 0.07 0.22 0.16
C -1.58782 -1.46063 -0.99689 -0.54 -0.06 0.05
C -1.87467 4.69378 -3.63088 0.24 -0.15 0.18
C -1.28108 0.89427 -2.94797 -0.11 -0.46 0.01
H 2.03397 0.81200 6.14384 0.01 0.01 -0.03
C -2.64311 2.59950 -4.19257 0.35 -0.33 0.30
H 1.38024 -2.73788 -1.83987 -0.15 -0.07 0.04
C 2.11376 1.63033 5.42174 0.13 0.00 0.11
C -2.77303 3.98735 -4.37012 0.04 0.23 0.04
H -1.05281 1.69671 3.08765 -0.09 0.11 -0.01
N 1.69624 -2.76503 3.00162 0.30 -0.87 0.14
H -2.40786 -1.97546 0.95884 -0.02 -0.07 -0.06
C 1.01415 -1.52321 2.83748 -0.82 1.21 -0.21
H 0.37586 1.62606 -1.98842 0.01 -0.30 -0.01
C 0.71948 -2.90356 0.21619 0.14 -0.28 -0.18
H -1.75012 5.75718 -3.57279 -0.01 0.22 -0.02
N -0.34524 -2.27485 0.97036 -0.15 -0.07 -0.07
H -3.49942 4.44421 -5.01729 -0.11 0.11 -0.09
S 2.12211 -0.29051 -1.69150 0.56 0.13 0.02
O 2.79855 -2.74758 3.52076 0.19 -0.05 0.00
H 3.01833 1.49844 4.82066 -0.02 -0.01 0.01
N -0.23551 -1.47472 -1.51318 0.04 0.47 -0.20
H 2.26023 -0.69728 4.33775 0.01 0.05 0.03
H -1.87274 -0.42981 -0.78277 0.01 -0.11 -0.03
H -0.20300 -3.52709 -1.67033 -0.01 0.03 0.01
C -1.61508 -2.31353 0.29254 -0.03 0.14 -0.10
C 0.67857 0.66780 3.79614 -0.11 -0.36 -0.26
C 0.47497 -0.36583 -1.75413 0.24 -0.30 -0.05
H 1.66443 -2.40990 0.45709 -0.09 -0.05 -0.04
```
Forces are in eV/Å.

In the Löwdin picture, each atom carries the following charge in e: -0.433, -0.083, 0.104, 0.093, 0.121, -0.149, 0.090, 0.065, 0.005, 0.125, 0.122, 0.020, 0.129, -0.148, 0.066, 1.062, 0.064, -0.115, -0.397, -0.479, 0.098, -0.092, 0.089, -0.082, -0.171, 0.123, -0.352, 0.127, -0.086, 0.070, -0.134, 0.066, -0.080, 0.106, 0.693, 0.072, 0.099, -0.096, 0.114, 0.114, 0.130, -0.117, -0.274, -0.795, 0.113

***

4.
Here is a structure of composition C17H18N4OReS3SbSe4 from the Open Molecules 2025 dataset. Energies are from ωB97M-V/def2-TZVPD.

As for the net charge: +2.

The geometry in XYZ format:
```
49
Properties=species:S:1:pos:R:3:forces:R:3
C -0.73941 -5.17275 -1.16626 -0.05 -0.02 -0.02
C 0.93554 1.59265 5.70690 0.00 0.01 0.00
Se 2.76069 4.06024 -3.90467 0.29 0.03 0.16
Sb 0.54304 3.68875 -4.31338 -0.24 0.02 -0.06
H 2.55646 -1.53198 1.50373 0.00 -0.03 0.02
Se 1.13925 0.09086 -3.54127 0.33 0.14 -0.11
N -6.37641 1.21085 -2.25275 -0.01 0.01 0.01
H 3.41748 -0.90380 0.11531 -0.02 0.00 0.02
H 1.27335 3.64623 6.22558 0.00 0.00 0.00
N 0.95226 -0.40520 -0.57128 0.08 0.03 0.02
H 0.90625 -6.18351 -0.22768 0.00 -0.01 -0.01
C 1.07518 1.77461 0.01029 0.25 -0.06 0.11
C -1.25367 -3.95375 -1.56415 0.10 0.03 0.05
H 0.45179 1.35358 6.64416 0.00 0.00 0.01
C -5.27401 1.18675 -2.98162 0.02 0.08 0.01
C 2.86160 2.55227 2.00000 0.06 -0.04 -0.04
H 0.77034 -0.39933 4.93295 0.00 0.00 -0.01
Se 0.61530 1.26944 -5.46408 -0.11 -0.14 -0.20
Re -0.58955 0.10522 -2.03361 0.22 -0.13 -0.18
C 0.50003 -5.23309 -0.54254 0.06 0.02 0.03
O -1.04946 -1.64591 -1.78840 -0.35 0.39 0.33
H 3.37418 1.70779 1.54482 0.01 0.01 0.00
C 0.73883 -2.81489 -0.69824 -0.05 0.03 -0.07
C 2.02314 3.18648 4.27426 0.00 -0.02 -0.02
N 1.60930 0.61796 0.10074 -0.13 0.14 -0.11
S 1.67906 3.20835 0.76454 -0.07 -0.02 0.00
C 1.45565 -1.59122 -0.32263 -0.19 -0.12 -0.01
S -0.38456 2.09482 -0.94434 -0.30 -0.07 0.13
H -4.49381 0.91797 -4.83653 -0.04 -0.03 0.02
C 2.73822 -1.68818 0.43957 0.03 0.04 0.01
H -2.20873 -3.87580 -2.06364 -0.01 0.02 0.01
H 3.57568 3.36749 2.11302 0.00 -0.01 0.01
H -1.30477 -6.07716 -1.34462 0.00 0.00 0.00
C -0.51641 -2.80497 -1.32959 0.15 -0.27 -0.06
C 1.11111 0.61019 4.74326 0.00 -0.01 0.01
Se -2.15111 0.99515 -3.57550 -0.03 -0.02 -0.03
C 1.73941 0.91718 3.54619 0.03 0.03 0.02
H -6.18287 0.59987 -4.70845 0.01 -0.01 0.01
C 1.39537 2.88048 5.47164 0.00 0.01 0.00
H 1.88817 0.14981 2.79878 0.00 -0.02 -0.03
H 2.16917 -4.17248 0.18739 0.01 0.01 0.01
N -5.31669 0.85561 -4.25706 0.04 0.01 -0.04
H 3.21557 -2.64939 0.30686 0.02 -0.01 -0.01
H -7.29007 1.06624 -2.65736 0.01 0.01 0.00
C 2.20013 2.20727 3.30142 -0.07 0.02 0.00
H 2.38583 4.19241 4.09854 0.01 0.01 0.00
C 1.22039 -4.07934 -0.31397 -0.02 0.00 -0.01
S -3.80993 1.64392 -2.15655 -0.05 -0.04 0.06
H -6.33633 1.43230 -1.26977 0.00 -0.02 -0.01
```
Forces are in eV/Å.

In the Löwdin picture, each atom carries the following charge in e: -0.023, -0.070, 0.034, 0.450, 0.100, 0.233, 0.150, 0.097, 0.113, -0.160, 0.124, -1.019, 0.017, 0.111, -0.778, -0.372, 0.107, -0.056, 0.619, -0.035, -0.292, 0.080, -0.084, -0.041, -0.040, 0.964, -0.202, 0.508, 0.065, 0.010, 0.131, 0.088, 0.126, -0.268, -0.071, 0.252, -0.052, 0.146, -0.061, 0.080, 0.112, 0.149, 0.078, 0.144, -0.303, 0.119, 0.005, 0.589, 0.125

***

5.
Here is a structure of composition C17H19Br2IN3O2PdS2 from the Open Molecules 2025 dataset. Energies are from ωB97M-V/def2-TZVPD.

As for the net charge: -1. The value obtained for the energy above the lowest of the compared OMol25 structures with the same formula, charge and spin is 0.00 kcal per mole.

The geometry in XYZ format:
```
47
Properties=species:S:1:pos:R:3:forces:R:3
H 1.23315 -2.76389 -0.64339 0.01 -0.03 -0.01
C 1.16417 1.40330 2.10015 -0.02 -0.05 0.05
C -0.80976 3.98277 -3.82800 0.00 0.01 0.00
C 0.91347 -3.44840 1.21399 0.05 -0.01 -0.02
H 3.03273 -3.51527 1.24301 -0.01 0.01 0.01
H -0.18850 -2.15974 0.15087 -0.03 -0.01 0.00
C -1.73269 3.78839 -5.00177 -0.01 -0.01 0.00
Br 1.61161 -2.53664 5.14536 0.04 -0.02 0.00
H -3.44750 1.48129 -0.24621 0.00 0.00 0.00
H 0.50993 2.25352 2.15811 0.01 0.01 -0.01
H 1.64829 2.81373 -0.12318 0.01 0.00 -0.01
S -2.80439 2.35650 -5.02262 -0.01 0.00 0.00
C -2.44923 1.54193 -3.48770 -0.01 0.00 0.01
N 0.53373 -2.88063 0.07543 0.04 0.08 0.02
O 0.30359 -3.35020 2.28544 -0.06 0.00 0.10
C 2.20728 -4.22760 1.24895 -0.01 -0.03 -0.05
H -1.37574 4.03089 -2.89793 0.00 0.00 0.00
C -1.53610 -0.31309 0.20648 0.01 -0.08 -0.03
I 2.55910 -5.49655 -0.43077 -0.02 0.01 0.02
H 2.59162 -1.30411 2.82848 0.03 -0.02 -0.01
C -1.43905 0.58841 -3.41446 0.01 0.01 0.00
Pd -0.84192 -1.70243 3.09463 0.02 -0.06 0.05
C -1.29712 -0.83358 1.28593 -0.06 0.02 0.02
C -0.37029 -2.52116 4.89351 -0.06 0.07 -0.12
C 1.69018 1.74556 -0.33061 -0.01 0.00 -0.01
H -3.97638 2.58242 -2.40223 0.00 0.00 0.00
H 1.13805 0.35283 4.03946 -0.01 0.00 0.01
C -3.18047 1.85014 -2.34305 0.00 0.01 -0.03
H 0.79096 1.44614 -0.86994 -0.01 -0.01 0.00
H -0.72421 -1.98059 5.76402 -0.01 -0.01 0.02
H 2.56437 1.51569 -0.93503 0.00 0.00 0.01
C -1.85442 0.29471 -1.04404 0.01 0.04 0.02
C -2.88719 1.23773 -1.13909 0.01 0.00 0.02
C -1.14139 -0.02110 -2.20861 0.02 0.01 -0.01
C 1.46035 0.47137 3.02188 0.03 0.03 -0.04
H -0.87617 0.33694 -4.30505 0.00 0.00 0.00
S 3.39174 -0.95462 -0.06301 0.05 -0.07 0.05
H -0.33381 -0.74048 -2.15390 -0.02 -0.02 0.00
H -0.12662 3.13780 -3.73962 0.00 0.00 0.00
Br -2.01914 0.05614 4.29630 0.02 0.01 -0.02
N 1.79341 1.03086 0.92134 0.02 0.05 0.02
N 2.26970 -0.45470 2.39207 0.00 0.02 0.06
H -0.25327 4.90374 -3.98325 0.00 0.00 0.00
H 2.22480 -4.84423 2.13910 0.00 0.01 0.01
O -1.78935 4.54405 -5.93752 0.01 0.00 0.00
H -0.65243 -3.57215 4.94894 0.07 -0.03 -0.01
C 2.47492 -0.12569 1.09751 -0.09 0.03 -0.09
```
Forces are in eV/Å.

In the Löwdin picture, each atom carries the following charge in e: 0.043, -0.068, -0.050, -0.636, 0.005, 0.044, -0.746, 0.450, 0.120, 0.124, 0.091, 1.011, -0.580, 0.173, -0.125, -0.573, 0.082, -0.162, 0.756, 0.077, -0.109, 0.447, -0.184, -0.763, -0.037, 0.105, 0.072, -0.108, 0.074, -0.082, 0.054, -0.261, -0.023, -0.045, -0.134, 0.107, 0.520, 0.110, 0.081, -0.079, -0.122, 0.065, 0.084, 0.049, -0.011, -0.033, -0.812

***

What are the gap between HOMO and LUMO values for these records? In order: 8.1, 8.6, 7.7, 5.0, 7.3 eV.
What are the lowest unoccupied orbital energy values for these records? In order: -0.38, 0.36, -0.20, -8.05, 2.04 eV.